{"formula": "C34H86N8O13S5", "method": "ωB97M-V/def2-TZVPD", "elements": ["C", "C", "O", "N", "C", "H", "H", "H", "H", "H", "H", "H", "C", "C", "O", "N", "C", "H", "H", "H", "H", "H", "H", "H", "C", "C", "O", "N", "C", "H", "H", "H", "H", "H", "H", "H", "C", "C", "O", "N", "C", "H", "H", "H", "H", "H", "H", "H", "C", "C", "O", "N", "C", "H", "H", "H", "H", "H", "H", "H", "C", "C", "O", "N", "C", "H", "H", "H", "H", "H", "H", "H", "C", "C", "O", "N", "C", "H", "H", "H", "H", "H", "H", "H", "C", "C", "O", "N", "C", "H", "H", "H", "H", "H", "H", "H", "C", "S", "O", "C", "H", "H", "H", "H", "H", "H", "C", "S", "O", "C", "H", "H", "H", "H", "H", "H", "C", "S", "O", "C", "H", "H", "H", "H", "H", "H", "C", "S", "O", "C", "H", "H", "H", "H", "H", "H", "C", "S", "O", "C", "H", "H", "H", "H", "H", "H"], "xyz": [[-3.78505, 2.99580, -1.52231], [-3.66162, 4.48434, -1.96352], [-4.26768, 5.34417, -1.36414], [-2.94410, 4.69594, -3.04288], [-2.76600, 5.93378, -3.71672], [-4.83556, 2.71463, -1.59632], [-3.53304, 2.88924, -0.46721], [-3.15862, 2.25002, -2.01169], [-2.40032, 3.93979, -3.43358], [-2.37022, 5.77335, -4.71957], [-2.01654, 6.55354, -3.22447], [-3.58753, 6.64789, -3.65982], [-3.15535, -5.68953, 0.13394], [-4.10945, -4.85772, -0.74920], [-4.47259, -5.21509, -1.81876], [-4.56224, -3.66942, -0.28601], [-4.28242, -3.15897, 1.07668], [-2.56673, -6.43590, -0.39949], [-3.63136, -6.10719, 1.02111], [-2.37362, -5.01751, 0.48805], [-5.29750, -3.23184, -0.82269], [-4.46646, -3.95777, 1.79511], [-4.92199, -2.32639, 1.36969], [-3.28943, -2.71795, 1.16375], [3.99553, 6.66863, -2.14208], [4.11798, 5.25093, -1.44990], [4.41726, 5.15098, -0.28086], [3.82243, 4.18101, -2.14616], [3.87916, 2.75232, -1.73931], [4.45199, 7.47320, -1.56553], [2.92560, 6.87488, -2.17074], [4.53045, 6.67813, -3.09175], [3.69869, 4.29042, -3.14256], [4.47404, 2.61604, -0.83618], [4.48907, 2.29716, -2.51966], [2.88026, 2.33511, -1.61189], [-5.93254, 1.19795, 3.60727], [-5.73772, 1.28868, 2.11792], [-4.62069, 1.61818, 1.62690], [-6.80980, 1.14967, 1.34419], [-6.83451, 1.19446, -0.07569], [-6.85091, 0.68728, 3.89694], [-6.06800, 2.18756, 4.04363], [-5.00538, 0.97074, 4.13344], [-7.64225, 0.84925, 1.83088], [-7.55808, 0.49831, -0.49987], [-5.85485, 0.88152, -0.43686], [-7.24327, 2.16845, -0.34468], [-2.01151, 0.69084, 0.69201], [-0.87309, -0.24953, 0.43179], [-0.89742, -1.48129, 0.45583], [0.28590, 0.41231, 0.33409], [1.60160, -0.22683, 0.34853], [-1.79096, 1.70435, 0.35694], [-2.09207, 0.69661, 1.77901], [-2.87254, 0.34912, 0.11758], [0.29671, 1.41472, 0.21095], [2.09970, 0.09159, 1.26428], [2.27468, 0.05706, -0.46046], [1.45561, -1.30662, 0.37759], [-0.25632, -3.01157, 3.51341], [-1.75556, -3.06901, 3.90806], [-2.29405, -4.15242, 3.89215], [-2.39799, -1.90876, 4.06541], [-3.81095, -1.78174, 4.37385], [-0.06135, -2.57486, 2.53394], [0.21058, -3.99026, 3.62417], [0.21800, -2.40980, 4.28865], [-1.82094, -1.08890, 4.18762], [-4.06837, -1.26572, 5.29882], [-4.24809, -2.78023, 4.37616], [-4.23037, -1.30837, 3.48609], [0.66515, -6.91171, -3.78296], [0.00638, -6.13364, -2.65059], [-0.47952, -6.80160, -1.65628], [0.05481, -4.79189, -2.69825], [-0.28989, -3.90866, -1.58787], [1.45489, -7.49239, -3.30628], [1.24386, -6.28699, -4.46334], [-0.04237, -7.55935, -4.30071], [0.53888, -4.33549, -3.45817], [0.40035, -3.06518, -1.60291], [-0.28818, -4.44267, -0.63765], [-1.26548, -3.43991, -1.71672], [3.66998, -1.05297, -3.77137], [4.67372, -0.28052, -4.66473], [4.22088, 0.57388, -5.41236], [5.98489, -0.61888, -4.68977], [6.98820, 0.12880, -5.43254], [2.70615, -1.15114, -4.27085], [3.47946, -0.49558, -2.85424], [3.99089, -2.07009, -3.54648], [6.32137, -1.50530, -4.34172], [6.63642, 0.56462, -6.36764], [7.79618, -0.46937, -5.85380], [7.42377, 0.91657, -4.81789], [6.53197, 0.68050, 1.02837], [6.29234, -0.47001, -0.44057], [4.82709, -0.28069, -0.86399], [7.44505, 0.31156, -1.63785], [6.20314, 1.64457, 0.64036], [7.54213, 0.79744, 1.42080], [5.86737, 0.48545, 1.87001], [8.48399, 0.16033, -1.34489], [7.25789, 1.37641, -1.77627], [7.36370, -0.25098, -2.56792], [-4.25032, -1.46093, -2.57926], [-3.02277, -2.08321, -3.79842], [-3.50860, -1.53152, -5.13738], [-1.61229, -1.00681, -3.31055], [-4.40869, -0.39105, -2.71489], [-3.91580, -1.63764, -1.55703], [-5.22725, -1.90392, -2.77282], [-0.73560, -1.19281, -3.93097], [-1.34148, -1.06564, -2.25637], [-1.88149, 0.04590, -3.39678], [-3.35345, 2.47298, 6.30887], [-3.08518, 3.65155, 4.88474], [-2.04694, 4.73845, 5.30688], [-2.07936, 2.52716, 3.82026], [-3.96634, 2.85258, 7.12641], [-2.36338, 2.23679, 6.69883], [-3.74430, 1.50990, 5.98053], [-2.75283, 1.71963, 3.53314], [-1.14647, 2.17270, 4.25865], [-1.75716, 3.03287, 2.91002], [4.10056, -3.40367, 0.76714], [4.33462, -2.24954, 2.13708], [2.99001, -2.22179, 2.93306], [5.45912, -3.36612, 3.13059], [3.22518, -3.14585, 0.17104], [3.97908, -4.36994, 1.25669], [4.98789, -3.31432, 0.14044], [4.97714, -4.25310, 3.54178], [5.74266, -2.80314, 4.01983], [6.37433, -3.49832, 2.55352], [2.94970, 3.43301, 1.98270], [1.21714, 2.90518, 2.45638], [0.19879, 3.21279, 1.35989], [1.07100, 4.24931, 3.79405], [3.13315, 2.96907, 1.01358], [3.71453, 3.17262, 2.71436], [2.95575, 4.51394, 1.84249], [0.03789, 4.38898, 4.11229], [1.27396, 5.22697, 3.35689], [1.74118, 4.13335, 4.64581]], "forces_ev_per_angstrom": [[0.18, 0.51, 0.44], [-1.01, -1.96, 1.54], [-0.27, 0.67, 0.18], [1.21, -0.62, -1.93], [0.91, 1.80, 0.31], [0.05, 0.03, -0.18], [-0.15, 0.37, 0.09], [-0.01, 0.23, -0.52], [-0.33, -0.05, 0.28], [-0.52, -0.04, -0.06], [0.55, -0.15, 0.23], [-0.66, -0.76, -0.40], [0.46, 1.06, -0.09], [0.96, -0.48, 2.00], [-0.78, -1.26, -2.95], [0.07, 1.30, 2.00], [-0.22, -0.10, -0.41], [-0.67, -0.09, -0.38], [-0.16, 0.02, -0.11], [-0.05, 0.20, 0.38], [0.23, -0.29, 0.01], [0.39, 0.14, 0.18], [-0.51, -0.09, -0.46], [0.33, -0.48, -0.01], [0.29, -1.27, 0.57], [0.43, 2.15, 0.87], [0.35, 0.37, 1.36], [-0.76, -1.76, -2.25], [0.99, 1.13, -0.09], [0.04, -0.48, 0.45], [0.05, 0.10, -0.62], [-0.59, -0.09, -0.33], [-0.10, 0.12, 0.13], [-0.30, 0.30, 0.09], [-0.57, -0.60, -0.03], [0.16, -0.11, -0.18], [-0.18, 0.87, 0.41], [3.32, 1.70, -0.90], [-2.14, -0.93, 1.18], [-1.39, -1.20, 1.51], [-0.47, -0.07, -0.57], [0.43, -0.60, 0.18], [-0.30, 0.57, -0.58], [-0.23, -1.05, -0.30], [0.01, 0.08, -0.23], [-0.04, -0.34, 0.36], [-0.03, 0.75, -0.28], [0.86, 0.23, -0.67], [-0.01, -0.43, -0.76], [1.14, 0.05, 0.28], [-0.89, 0.15, -0.12], [1.44, 0.17, -0.94], [-0.23, 0.01, 0.49], [0.15, -0.05, 0.18], [-0.73, -0.04, -0.22], [-0.36, -0.06, 0.70], [-0.35, 0.01, 0.37], [0.15, -0.27, 0.17], [-0.34, 0.01, -0.30], [0.13, 0.14, -0.01], [-0.49, 0.57, 1.43], [2.05, -1.42, -1.95], [-1.18, -0.66, 0.52], [-0.04, 1.44, 1.24], [0.03, -0.64, -1.25], [-0.21, -0.02, 0.06], [-0.41, -0.02, -0.30], [0.42, 0.39, -0.21], [-0.08, -0.11, -0.20], [0.29, 0.09, -0.04], [0.17, -0.06, 0.27], [-0.53, 0.46, 0.32], [0.50, 0.54, 0.42], [-1.09, -2.58, 2.84], [1.37, 2.54, -3.16], [0.05, 0.28, 0.23], [-0.22, 0.18, -0.23], [-0.31, -0.43, 0.11], [-0.47, 0.23, -0.33], [0.12, 0.11, 0.10], [-0.12, -0.42, -0.02], [0.22, -0.18, 0.33], [0.21, 0.05, -0.17], [-0.25, -0.31, -0.02], [0.58, -0.08, -0.29], [-1.47, -0.58, -0.62], [0.25, 0.62, 0.27], [0.78, -0.36, -0.21], [0.07, 0.40, -0.78], [0.20, 0.28, -0.40], [0.37, -0.12, 0.08], [0.27, 0.10, 0.32], [-0.42, 0.06, 0.43], [-0.79, 0.28, 0.36], [0.04, -0.62, 0.80], [0.03, 0.05, -0.03], [-0.36, 0.65, -0.88], [-0.62, 0.14, 0.79], [1.76, 0.29, 0.29], [-0.39, -0.09, 0.29], [0.14, 0.20, -0.06], [0.16, -0.40, -0.45], [-0.14, -0.74, -0.32], [-0.03, -0.08, 0.58], [-0.20, 0.03, -0.04], [-0.38, 0.06, 0.00], [0.29, 0.50, -0.06], [-0.60, 1.32, -0.98], [0.63, -0.68, 1.46], [-0.31, 0.58, 0.49], [0.38, 0.16, -0.24], [0.05, -0.20, -0.12], [0.29, -0.47, -0.09], [-0.24, -0.25, -0.08], [-0.02, -0.75, 0.11], [-0.34, 0.01, -0.57], [0.99, -0.15, -0.26], [2.57, 1.05, 0.45], [-2.09, -1.96, -0.28], [-0.67, -0.03, 0.12], [-0.04, 0.40, -0.40], [0.12, 0.24, 0.09], [-0.29, 0.19, -0.36], [0.12, -0.14, -0.06], [-0.28, -0.03, 0.66], [-0.47, 0.40, 0.02], [0.07, 0.11, 0.39], [-2.00, -0.87, 2.07], [2.27, 0.02, -1.42], [-0.14, 1.29, 0.02], [0.02, 0.20, 0.26], [0.03, -0.13, -0.47], [0.08, -0.31, 0.01], [-0.18, -0.16, -0.76], [-0.04, 0.38, -0.09], [-0.12, -0.46, -0.08], [-1.17, 0.30, -0.66], [0.22, 1.13, 1.02], [1.44, 0.23, 0.89], [-0.49, 0.31, -1.02], [0.18, -0.07, 0.17], [-0.38, -0.36, 0.13], [-0.04, -0.06, -0.10], [-0.09, -0.70, 0.21], [0.41, -0.13, -0.44], [-0.01, -0.55, -0.18]], "mulliken_spin": [-0.005, 0.008, -0.001, 0.001, 0.004, 0.000, -0.001, 0.000, -0.003, -0.002, 0.001, 0.000, -0.002, 0.002, 0.000, 0.000, 0.000, 0.000, 0.000, 0.000, 0.000, 0.000, 0.000, 0.000, 0.018, 0.028, -0.029, -0.036, 0.168, 0.000, -0.002, -0.008, -0.012, 0.056, -0.094, 0.051, 0.000, -0.001, -0.002, 0.000, 0.000, 0.000, 0.000, 0.000, 0.000, 0.000, 0.000, 0.000, 0.045, -0.018, -0.036, -0.062, 0.368, 0.007, 0.002, -0.005, -0.005, -0.020, -0.084, -0.009, 0.012, -0.009, 0.000, 0.000, 0.000, 0.007, -0.003, 0.003, 0.000, 0.000, 0.000, 0.000, 0.018, 0.013, -0.009, -0.058, 0.005, -0.001, -0.007, -0.002, 0.013, 0.040, 0.005, 0.005, 0.269, 0.006, -0.121, -0.025, 0.333, -0.002, 0.082, -0.046, -0.023, -0.001, -0.104, -0.004, 0.412, -0.775, 0.474, -1.870, 0.041, 0.064, -0.086, 0.304, 0.120, 1.082, 0.000, 0.005, 0.000, -0.015, 0.000, 0.001, 0.000, 0.011, -0.005, 0.000, 0.000, 0.001, 0.000, 0.005, 0.000, 0.000, 0.000, -0.001, -0.001, 0.000, 0.354, 0.520, -0.024, -0.310, -0.008, 0.012, -0.117, -0.018, 0.111, -0.031, -0.002, 0.048, -0.003, -0.008, -0.011, -0.004, 0.003, 0.002, -0.002, 0.003], "lumo_energy_ev": [1.452, 1.451], "multiplicity": 2, "total_charge": -1, "largest_force_ev_per_a": 4.3, "homo_lumo_gap_ev": [1.465, 8.433]}



{"formula": "C4H6N2", "method": "ωB97M-V/def2-TZVPD", "elements": ["N", "C", "C", "C", "C", "N", "H", "H", "H", "H", "H", "H"], "xyz": [[-2.39662, -0.55312, -1.31370], [-1.70370, 0.11339, -0.66950], [-0.87981, 1.01154, 0.14517], [0.15448, 0.32113, 1.00676], [0.92362, -1.45343, -1.06827], [1.26814, 0.89539, 1.20667], [-0.37112, 1.73700, -0.49611], [-1.55525, 1.57518, 0.80262], [-0.15875, -0.61998, 1.46984], [1.41912, -0.95405, -1.93006], [1.46551, -2.42422, -1.01284], [1.83438, 0.35115, 1.85943]], "forces_ev_per_angstrom": [[0.73, 0.69, 0.70], [-0.69, -0.61, -0.60], [0.04, 0.11, -0.04], [0.12, 0.17, 0.06], [0.44, -0.26, -0.38], [-0.30, -0.32, 0.05], [-0.08, -0.10, 0.06], [0.08, -0.09, -0.08], [0.09, 0.11, -0.02], [-0.21, 0.05, 0.20], [-0.19, 0.17, 0.12], [-0.03, 0.07, -0.05]], "nbo_charge": [-0.330, 0.303, -0.586, 0.169, -0.153, -0.623, 0.270, 0.265, 0.175, 0.085, 0.084, 0.341], "lumo_energy_ev": [-1.165, -1.143], "total_charge": 0, "largest_force_ev_per_a": 1.2, "homo_lumo_gap_ev": [8.683, 8.653]}